Record 1
40 unconnected molecules or ions with the total composition H80O40, computed with ωB97M-V with the def2-TZVPD basis set.

Structure (XYZ):
```
120
Properties=species:S:1:pos:R:3:forces:R:3
H -2.11064 -0.98100 4.79195 0.3 -0.4 0.1
H -1.56639 -2.42728 4.65679 -0.1 -0.3 -0.2
O -1.45013 -1.61407 5.14266 0.1 0.4 0.1
H 0.93055 -1.26299 -4.91160 -0.7 -1.8 0.3
H 2.20428 -1.80409 -3.87206 -0.1 -1.9 1.4
O 1.75365 -1.25063 -4.45624 0.6 3.5 -1.9
H -2.33559 -2.22849 -1.58074 0.6 -0.7 -0.6
H -3.09925 -1.87173 -0.40865 -0.5 -0.7 0.3
O -2.97715 -2.62983 -1.00623 -1.2 -0.3 1.7
H 1.93967 1.17232 -3.38262 0.1 0.2 0.0
H 2.21609 1.47569 -1.90121 0.4 0.6 0.3
O 2.02879 0.77244 -2.51673 0.0 -0.9 -0.2
H -2.69867 1.02373 -0.63765 0.1 -1.0 1.2
H -3.37089 1.28638 -1.91368 -0.3 0.7 0.1
O -3.08706 1.74588 -1.10010 0.4 0.6 -1.3
H -1.06926 -4.52730 -1.37132 -0.4 0.4 0.2
O -0.39609 -3.87073 -1.14513 0.3 -0.7 -0.2
H 1.88048 0.53997 2.86387 0.5 1.5 -0.9
O 2.64257 0.97972 2.33190 0.5 -0.7 -0.3
H -1.72037 3.06382 3.49599 -0.3 0.8 -1.1
H -2.65703 4.41643 3.71864 0.1 -0.2 -1.2
O -2.17726 3.67485 4.07388 0.3 -0.8 2.2
H 5.77663 -3.25830 -0.74462 0.0 0.5 -0.7
H 6.16570 -1.68602 -0.53549 -0.1 0.2 -1.1
O 6.06191 -2.55207 -0.17162 0.2 -0.7 1.8
H -1.07248 3.45497 -2.73792 0.6 0.0 0.0
H 0.03829 4.46763 -2.33735 0.0 -0.2 0.0
O -0.90391 4.37473 -2.52417 -0.5 0.4 0.0
H 4.50118 3.01078 2.45175 0.4 0.0 -0.3
H 4.48866 3.68796 1.04084 -0.1 -0.3 0.1
O 4.35341 3.83709 1.98346 -0.3 0.4 0.3
H -4.15467 1.84764 -3.79395 1.1 0.1 -0.4
O -3.93502 0.92785 -3.54893 -2.1 0.8 0.3
H -1.82058 -0.48120 0.57792 -0.2 -0.2 0.7
H -3.08466 -0.36862 1.43748 -1.4 0.1 4.5
O -2.78375 -0.38789 0.59716 1.7 0.1 -4.5
H 0.39684 -0.66163 3.13961 -0.1 0.1 0.0
H 0.23205 0.27864 1.93924 -0.2 0.0 0.0
O 0.35742 0.28409 2.89793 -0.6 -0.4 0.7
H -3.98408 0.44268 4.72778 -0.4 -0.4 -0.2
H -2.71234 1.18345 4.62970 0.3 -0.4 -0.1
O -3.12091 0.35318 4.31981 0.8 0.6 0.6
H 4.50459 -0.43742 -2.43949 -0.9 -0.1 -0.4
H 4.17589 0.24019 -3.84583 -0.8 -0.7 -0.2
O 4.75198 0.20374 -3.09950 2.1 1.4 1.0
H 2.96931 -5.66492 0.86140 0.9 0.3 -0.5
H 1.64286 -5.43768 0.48871 -0.9 0.5 -0.8
O 2.52360 -5.24895 0.10498 0.1 -0.6 1.4
H -1.00442 -4.96961 -4.43261 -0.8 0.6 -1.1
H 0.15647 -4.25369 -3.64035 -0.2 0.6 -0.3
O -0.36873 -5.04173 -3.75171 1.0 -1.1 1.3
H 4.50801 -1.26114 2.43529 -0.1 0.2 -0.2
O 3.80598 -1.67404 1.92122 0.4 0.0 0.0
H 0.72284 2.51433 5.06585 0.0 0.0 0.1
H 0.36897 1.26652 5.85389 0.1 0.0 0.1
O 0.90106 2.07145 5.90351 -0.1 -0.2 -0.2
H 2.10092 -2.12643 3.68472 -1.5 -0.3 1.2
O 1.48242 -2.18847 2.93123 2.7 0.0 0.2
H -0.30809 -2.97795 2.57039 0.3 -0.4 1.3
H -0.75445 -3.37384 1.33758 -0.9 -1.1 -0.1
O -0.91239 -3.67262 2.26410 0.0 2.3 -1.0
H 3.32627 1.55011 0.42385 -0.5 0.2 0.0
H 4.36914 1.90334 -0.61076 -0.3 0.0 -0.5
O 3.45366 2.10853 -0.36640 0.6 -0.3 0.5
H -1.83422 3.42535 0.64750 -0.4 0.3 -0.4
H -1.82041 1.87567 0.84280 -0.2 0.2 -0.1
O -1.36979 2.69812 1.04066 0.8 0.0 0.9
H -5.69541 -2.24817 -2.45194 0.9 0.2 0.1
H -4.89118 -1.02103 -3.15382 0.3 -0.9 0.4
O -5.72029 -1.47841 -3.02523 -1.2 0.5 -0.6
H -5.30650 2.10007 3.94475 0.0 0.3 0.3
H -3.89412 1.98038 3.31341 0.2 0.5 0.0
O -4.82357 1.83754 3.16382 -1.6 -0.6 -0.3
H 1.66034 -1.05079 -0.40819 -1.1 -0.3 -0.3
H 2.44645 -2.42754 -0.01943 -0.9 0.2 0.1
O 2.47099 -1.48207 -0.17503 1.6 0.5 0.0
H 2.64254 -4.55292 -2.40706 -0.4 -0.1 -0.2
H 2.67645 -3.72290 -1.18126 -1.2 -0.2 -1.5
O 2.19889 -3.75952 -2.06964 1.8 -0.1 0.8
H 4.33346 -2.59323 -3.26194 0.3 0.2 0.1
H 4.03372 -2.74621 -4.69522 0.3 0.2 -0.3
O 4.55642 -2.17864 -4.10841 -0.7 -1.2 0.0
H 2.80501 4.33692 -0.38198 -0.3 0.2 0.5
H 2.61072 5.91114 -0.27278 0.0 0.0 0.8
O 2.63099 5.15767 -0.84808 0.3 -0.2 -1.6
H 3.89584 -0.93116 4.44216 0.3 0.0 0.3
H 3.23830 0.39729 4.30644 0.7 0.0 0.4
O 4.00052 -0.02417 4.75318 -0.7 -0.1 -0.4
H 0.60348 0.13581 -6.09901 0.0 0.2 -1.0
O -0.33742 0.17841 -5.87586 0.9 -0.3 0.7
H -1.69557 -1.44732 -3.62785 0.1 -0.1 -0.2
H -2.84929 -0.82130 -2.84289 0.1 0.0 -0.1
O -2.03643 -1.32973 -2.73846 0.7 1.4 -1.4
H 3.51120 -1.07129 1.19778 0.3 -0.4 0.5
H 0.37307 -4.29348 -1.56909 0.1 0.6 0.5
H 2.38095 -2.07834 2.42912 -1.5 0.0 -1.0
H 3.01011 1.79256 2.68303 -0.6 0.0 0.4
H -4.84711 0.81638 -3.18077 0.6 -0.8 0.0
H -0.17033 0.19593 -4.92552 -0.8 0.3 0.2
O -4.03815 3.70868 1.73936 0.1 0.9 -0.5
H -4.99186 3.78740 1.62500 0.0 -0.1 0.3
H -3.77118 3.56492 0.83179 0.1 -0.2 -0.3
O -0.17748 0.42364 0.20155 0.5 -0.6 0.3
H 0.48273 1.11862 0.10156 0.0 0.4 -0.1
H -0.61563 0.39195 -0.64814 0.3 0.1 -0.9
O 1.31569 3.80002 1.14376 0.1 -0.1 0.0
H 0.43366 3.72324 1.51619 -0.1 -0.2 0.1
H 1.94547 3.89831 1.86632 -0.1 0.0 0.1
O 0.22562 -5.75009 1.58259 -0.3 -1.0 0.0
H 0.67052 -5.68946 2.43327 -0.1 0.1 0.1
H -0.68657 -5.43743 1.79088 1.2 -0.1 -0.3
O -4.10492 4.12485 -2.10843 0.0 0.0 -0.5
H -3.43158 4.20256 -2.79752 0.0 0.4 0.2
H -3.58158 3.92263 -1.32718 -0.1 -0.2 -0.1
O -5.85246 2.18762 -0.45141 1.7 -0.6 0.0
H -6.32576 1.98863 0.35283 -0.9 0.3 -0.3
H -6.25403 2.67537 -1.16163 -1.0 0.3 0.4
O -0.43858 1.36602 -2.49059 0.2 1.1 1.1
H -0.35605 0.77846 -3.22785 -0.5 -0.4 -0.1
H -1.33156 1.66523 -2.29792 -0.7 -0.5 -0.4
```
Forces are in eV/Å.

Properties
Kohn-Sham gap = 9.84 eV
Highest occupied orbital energy = -10.33 eV
Charge = 0
Molar mass = 720.600 Da

Löwdin population analysis, charges in e, atoms 1 to 6:
1. H -0.020
2. H 0.011
3. O -0.073
4. H -0.003
5. H -0.014
6. O -0.009



Record 2
A gas-phase ion, C7H15N2 (charge +1), computed with ωB97M-V with the def2-TZVPD basis set.

Structure (XYZ):
```
24
Properties=species:S:1:pos:R:3:forces:R:3
H -2.09618 2.30659 0.15841 -0.3 -0.2 -0.1
N -1.64159 1.45085 -0.15826 1.2 2.0 -0.3
C -2.27325 0.40040 0.01936 -2.3 -0.8 -0.4
C -3.66492 0.27682 0.57946 -1.7 1.6 -1.8
C -1.76921 -0.95785 -0.36359 -2.4 -2.3 -0.2
C -0.36013 -1.07625 -0.79032 2.2 0.5 1.9
C 0.46940 -0.19782 0.21533 -0.4 0.0 -2.4
N 1.77796 0.08544 -0.32454 3.0 -0.6 1.9
C 2.80937 0.09812 0.46995 1.2 1.2 -0.4
C 4.22415 0.51285 0.06069 1.2 -1.5 0.5
H -3.96446 1.16541 1.19482 0.3 -1.0 -0.4
H -3.56674 -0.63954 1.07360 -0.9 -1.1 1.5
H -4.51907 0.12098 -0.23226 2.0 0.4 1.4
H -2.36335 -1.23582 -1.34456 0.4 0.1 2.3
H -2.09126 -1.62288 0.54625 0.8 0.7 -2.1
H 0.18130 -2.02892 -0.71766 -1.1 -0.4 -0.6
H -0.37510 -0.69664 -1.80303 0.9 0.3 -0.2
H -0.06005 0.74118 0.16949 0.1 0.5 0.6
H 0.63782 -0.58270 1.20543 -0.5 -0.4 0.3
H 1.98334 0.19934 -1.31436 -0.5 0.2 0.0
H 2.68909 -0.05892 1.55634 -0.5 -0.2 -0.8
H 4.91463 0.93207 0.87921 -1.7 -0.5 -0.9
H 4.84360 -0.38296 -0.31152 -1.1 0.9 0.5
H 4.21466 1.19026 -0.76824 -0.1 0.5 -0.5
```
Forces are in eV/Å.

Properties
SMILES = [H]/N=C(\C)CCC/[NH+]=C/C
Kohn-Sham gap = 8.54 eV
Highest occupied orbital energy = -12.82 eV
Charge = +1
Molar mass = 127.211 Da

natural (NBO) population analysis, charges in e, atoms 1 to 6:
1. H 0.369
2. N -0.675
3. C 0.343
4. C -0.684
5. C -0.481
6. C -0.414



Record-wise LUMO level values, in eV: -0.483; -4.276